[1]
2 unconnected molecules or ions with the total composition C5H10N2S in a non-equilibrium geometry, computed with ωB97M-V with the def2-TZVPD basis set.

```
18
Properties=species:S:1:pos:R:3:mulliken_charge:R:1
S -1.96 0.63 0.28 0.347
N -2.13 0.49 -1.33 -0.542
N -1.85 -0.79 0.92 -0.272
C -1.71 -2.06 0.29 -0.661
C 0.44 2.53 0.40 -0.773
C 2.57 -0.43 -0.29 -0.931
C 1.44 0.13 0.46 0.241
C 1.02 1.38 0.44 -0.061
H 3.12 0.44 -0.50 0.347
H 2.11 -0.99 -1.22 0.201
H 0.90 -0.77 0.94 0.225
H 0.77 3.37 1.11 0.205
H 3.10 -1.09 0.41 0.306
H -1.27 -1.85 -0.88 0.283
H -2.74 -2.41 0.25 0.288
H -0.25 2.81 -0.45 0.280
H -2.46 1.34 -1.63 0.244
H -1.10 -2.73 0.82 0.273
```

total charge: 0
maximum force: 5.3 eV Å⁻¹
lowest unoccupied orbital energy (alpha / beta): -0.09 / -0.09 eV
orbital gap (alpha / beta): 9.00 / 9.00 eV



[2]
A molecular structure, C17H31GdN2S in a non-equilibrium geometry, computed with ωB97M-V with the def2-TZVPD basis set.

```
52
Properties=species:S:1:pos:R:3:mulliken_charge:R:1
Gd 0.48 0.72 0.15 0.296
S 2.28 -0.34 2.01 -0.189
N -0.27 -0.09 3.11 0.223
N 1.63 -0.19 4.49 -0.083
C -0.79 0.26 -3.31 -1.357
C 0.71 -1.15 -1.72 0.463
C 0.22 2.91 -1.15 -0.136
C 0.43 4.14 -2.04 -1.486
C 0.50 -1.92 -0.55 0.664
C -1.51 -0.87 -1.09 0.411
C 1.46 -2.88 0.04 -1.196
C -2.96 -0.59 -1.14 -1.855
C 0.83 -0.22 5.74 -0.527
C -0.54 0.32 5.48 -0.697
C 1.40 2.02 -1.28 -0.208
C 1.95 -1.14 -2.55 -1.766
C -1.17 -0.32 4.26 -0.550
C -0.87 -1.76 -0.16 0.088
C -1.55 -2.56 0.89 -1.184
C -0.54 -0.50 -2.06 0.772
C 1.07 -0.14 3.30 0.528
H 0.01 0.99 -3.53 0.290
H 2.37 2.52 -0.98 0.547
H 2.46 -2.72 -0.35 0.336
H -1.74 0.82 -3.25 0.340
H -2.13 0.14 4.02 0.431
H 0.04 3.26 -0.10 0.254
H -0.64 -0.53 2.24 -0.081
H 0.64 3.82 -3.05 0.357
H 2.10 -0.18 -3.06 0.365
H -0.72 2.40 -1.47 0.307
H -1.17 0.12 6.36 0.364
H 1.39 0.39 6.46 0.365
H 1.90 -1.92 -3.35 0.351
H -3.52 -1.41 -1.62 0.319
H -3.15 0.32 -1.72 0.407
H 1.51 -2.76 1.13 0.265
H -1.32 -1.39 4.42 0.360
H -2.49 -2.08 1.22 0.326
H -1.81 -3.58 0.55 0.328
H 1.25 4.73 -1.67 0.389
H 2.60 -0.25 4.51 0.240
H 1.19 -3.93 -0.16 0.319
H -0.86 -0.41 -4.19 0.345
H -0.91 -2.68 1.79 0.346
H -0.48 4.75 -2.04 0.408
H 2.83 -1.35 -1.94 0.408
H -3.37 -0.44 -0.14 0.411
H 1.98 0.84 1.38 0.312
H 0.81 -1.25 6.10 0.343
H -0.50 1.41 5.35 0.321
H 1.50 1.33 -2.07 -0.286
```

total charge: +2
maximum force: 5.0 eV Å⁻¹
2S+1: 8
lowest unoccupied orbital energy (alpha / beta): -7.68 / -7.73 eV
<S²>: 16.1615
orbital gap (alpha / beta): 5.89 / 5.89 eV



[3]
C14H19N3O3S in the gas phase, computed with ωB97M-V with the def2-TZVPD basis set.

```
40
Properties=species:S:1:pos:R:3:mulliken_charge:R:1
S -3.18 2.18 -0.17 -0.153
O 3.06 -2.98 -0.53 -0.685
O 4.18 2.05 0.46 -0.309
O -5.72 -0.43 0.59 -0.640
N -3.49 -0.78 0.42 0.050
N 1.06 -1.95 -0.55 -0.116
N 2.93 -0.92 0.40 -0.080
C 5.27 2.62 1.15 -0.750
C 5.14 -0.08 -0.34 -0.610
C -2.22 -0.38 0.00 -0.090
C 2.42 -1.99 -0.25 0.353
C 0.39 0.40 -0.66 -0.551
C 0.11 -0.95 -0.43 0.012
C 4.33 -0.83 0.72 -0.915
C -4.49 1.08 -0.79 -0.670
C -0.62 1.33 -0.57 -0.897
C -1.20 -1.32 -0.11 -0.391
C 4.54 1.29 -0.67 -0.464
C -3.61 -1.97 1.24 -1.262
C -4.64 -0.10 0.14 0.716
C -1.91 0.96 -0.24 0.504
H -4.21 0.76 -1.79 0.317
H 5.24 1.86 -1.30 0.403
H 4.71 -1.85 0.82 0.387
H -2.81 -2.00 1.98 0.420
H 6.16 0.02 0.01 0.349
H 2.34 -0.13 0.63 0.386
H 1.38 0.71 -0.96 0.731
H 5.88 3.23 0.48 0.314
H 3.61 1.16 -1.23 0.188
H 5.16 -0.67 -1.26 0.365
H 0.71 -2.87 -0.78 0.240
H 4.85 3.25 1.93 0.240
H -0.41 2.38 -0.75 0.430
H -5.42 1.65 -0.81 0.367
H -4.58 -1.93 1.74 0.384
H -1.41 -2.36 0.04 0.424
H 5.91 1.85 1.61 0.296
H -3.59 -2.88 0.62 0.332
H 4.42 -0.31 1.69 0.373
```

total charge: 0
structure (SMILES): COCCCNC(=O)Nc1ccc2c(c1)N(C)C(=O)CS2
maximum force: 0.6 eV Å⁻¹
lowest unoccupied orbital energy: 0.62 eV
orbital gap: 8.77 eV



Q: Among the records above, which one has the highest maximum force?
A: C5H10N2S



Q: What is the maximum force in the first record?
A: 5.3 eV Å⁻¹